(1)
The following is a quantum chemistry calculation of one molecule with the formula C8H9NO3, from the Open Molecules 2025 dataset.

```
21
C8H9NO3, DFT ωB97M-V with the def2-TZVPD basis set
C -0.165 -1.948 1.394
N 0.262 -0.276 1.303
O 1.735 -0.184 1.204
C 2.479 -0.217 2.329
O 3.661 -0.036 2.422
C -0.333 0.153 0.047
C -1.389 1.071 0.204
C -2.059 1.656 -0.892
C -1.505 1.484 -2.119
C -0.379 0.767 -2.307
C 0.206 0.028 -1.218
O 1.184 -0.899 -1.444
H -0.261 -2.368 0.352
H 0.777 -2.308 1.842
H -1.117 -1.851 1.976
H 1.776 -0.278 3.085
H -1.760 1.245 1.214
H -2.932 2.288 -0.773
H -1.908 1.806 -3.072
H 0.128 0.464 -3.271
H 1.601 -0.599 -2.276
```

SMILES string: CN(OC=O)c1ccccc1O
E_tot in Ha: -590.59288
2S+1: 1
Lowest unoccupied orbital energy in eV: 0.676
HOMO-LUMO gap in eV: 9.59
HOMO in eV: -8.9

Atomic partial charges in e from the natural (NBO) method, atoms 1 to 2:
1. C -0.429
2. N -0.145


(2)
The following is a quantum chemistry calculation of C17H23BeBrClF2N2O7 as an isolated structure, from the Open Molecules 2025 dataset.

```
54
C17H23BeBrClF2N2O7, DFT ωB97M-V with the def2-TZVPD basis set
N -0.115 -0.951 3.462
C -0.078 0.556 3.586
C -0.129 1.373 2.166
O -1.527 1.775 1.799
C 0.550 0.582 0.891
C 2.126 1.033 0.779
C 3.021 0.552 -0.521
C 4.525 1.125 -0.069
F 5.419 -0.036 -0.436
C 4.761 2.491 -0.939
C 5.943 2.642 -2.115
C 5.974 4.072 -2.892
N 5.131 5.293 -2.750
C 4.088 5.246 -1.686
C 3.894 3.896 -0.796
O 4.468 1.172 1.400
C 3.195 0.588 1.941
O 3.028 -0.134 3.053
H 0.045 -1.301 4.454
H 0.707 -1.326 2.932
H 0.883 0.857 4.225
H -1.006 0.870 4.250
H 0.441 2.405 2.354
H -1.478 2.779 1.641
H 0.405 -0.579 0.900
H -0.016 0.991 -0.078
H 2.060 2.194 0.911
H 2.870 -0.616 -0.492
H 2.629 0.926 -1.578
H 6.705 1.759 -2.355
H 6.829 4.152 -3.725
H 3.368 6.175 -1.492
H 3.044 3.930 0.037
Be 2.380 -2.239 3.617
C -3.428 -0.703 0.568
C -3.668 -1.935 1.371
O -4.094 -2.876 0.412
C -3.488 -2.499 -0.748
O -3.389 -3.212 -1.733
O -2.995 -1.224 -0.672
F -4.672 -1.746 2.257
H -4.338 -0.112 0.416
H -2.663 -0.060 1.012
H -2.780 -2.314 1.889
Br 3.038 -2.657 1.165
C -5.829 -4.721 -3.226
C -6.763 -4.660 -4.448
O -7.942 -5.113 -4.054
H -5.707 -5.745 -2.853
H -4.833 -4.354 -3.502
H -6.191 -4.094 -2.401
H -6.232 -5.205 -5.244
H -6.695 -3.623 -4.812
Cl -1.472 4.602 2.130
```

E_tot in Ha: -4545.94389
2S+1: 1
Lowest unoccupied orbital energy in eV: -3.083
HOMO-LUMO gap in eV: 1.13
Net charge: -1
HOMO in eV: -4.2

Atomic partial charges in e from the natural (NBO) method, atoms 1 to 2:
1. N -0.808
2. C -0.263


(3)
The following is a quantum chemistry calculation of a 7-piece molecular cluster, C11H36O7 overall, from the Open Molecules 2025 dataset.

```
54
C11H36O7, DFT ωB97M-V with the def2-TZVPD basis set
C 4.099 0.233 5.608
C 3.429 0.226 4.235
O 3.387 -1.086 3.722
H 4.134 1.277 5.922
H 5.106 -0.184 5.592
H 3.540 -0.362 6.330
H 4.037 0.825 3.557
H 2.409 0.611 4.235
H 2.896 -1.088 2.897
C 4.501 -3.612 -3.880
C 4.460 -2.322 -4.575
O 3.077 -1.876 -4.513
H 3.943 -4.390 -4.401
H 4.135 -3.412 -2.873
H 5.547 -3.913 -3.824
H 4.756 -2.395 -5.621
H 5.084 -1.597 -4.053
H 2.832 -1.529 -5.374
C -3.120 5.693 1.656
C -2.557 5.415 0.320
O -1.655 6.458 0.100
H -3.902 4.989 1.941
H -3.628 6.657 1.672
H -2.374 5.706 2.450
H -3.367 5.424 -0.409
H -1.979 4.491 0.285
H -0.908 6.195 0.643
C -4.919 -0.389 2.656
C -5.033 -1.912 2.426
O -5.660 -2.132 1.226
H -4.625 -0.207 3.690
H -5.901 0.068 2.538
H -4.311 0.113 1.903
H -5.612 -2.357 3.235
H -4.067 -2.417 2.439
H -5.841 -3.075 1.198
C 0.393 -6.324 0.771
O 0.733 -7.691 0.889
H -0.533 -6.057 1.280
H 1.205 -5.739 1.202
H 0.361 -5.969 -0.259
H 1.514 -7.856 0.356
C 0.243 0.248 -0.462
O 1.206 -0.840 -0.547
H -0.742 -0.017 -0.844
H 0.189 0.638 0.555
H 0.660 1.059 -1.059
H 1.398 -0.958 -1.480
C -1.398 4.102 -5.192
O -1.999 4.303 -6.493
H -1.971 3.394 -4.593
H -0.404 3.666 -5.287
H -1.390 5.104 -4.763
H -1.379 4.811 -7.022
```

SMILES string: CCO.CCO.CCO.CCO.CO.CO.CO
E_tot in Ha: -967.22830
2S+1: 1
Lowest unoccupied orbital energy in eV: 0.248
HOMO-LUMO gap in eV: 10.35
HOMO in eV: -10.1

Atomic partial charges in e from the natural (NBO) method, atoms 1 to 2:
1. C -0.624
2. C -0.054


(4)
The following is a quantum chemistry calculation of a 8-piece molecular cluster, C58H90FN13O5P2S overall, from the Open Molecules 2025 dataset.

```
170
C58H90FN13O5P2S, DFT ωB97M-V with the def2-TZVPD basis set
H 2.687 -1.393 0.133
N 2.946 -2.263 0.594
C 2.036 -3.131 0.420
N 2.162 -4.431 1.005
N 0.882 -2.869 -0.330
C -0.184 -3.883 -0.287
C -1.477 -3.276 -0.846
C -2.265 -4.300 -1.641
C -3.661 -3.836 -2.118
C -3.798 -2.342 -2.190
C -3.095 -1.603 -3.151
C -2.240 -2.220 -4.230
S -3.215 -3.182 -5.444
C -2.318 -4.759 -5.545
C -3.266 -5.956 -5.706
C -3.177 -0.212 -3.148
C -3.931 0.502 -2.226
P -3.832 2.315 -2.457
N -5.439 2.840 -2.156
O -3.012 2.727 -1.093
C -4.666 -0.230 -1.286
C -4.605 -1.633 -1.278
C -5.420 -2.319 -0.242
O -5.013 -3.259 0.397
C -6.771 -1.728 -0.015
C -7.927 -2.517 0.164
C -7.895 -4.021 0.106
C -8.332 -4.485 -1.266
C -7.432 -4.168 -2.423
N -9.428 -5.109 -1.386
H -9.600 -5.348 -2.360
C -9.149 -1.851 0.362
C -10.462 -2.584 0.502
C -11.288 -2.081 1.669
O -10.820 -2.007 2.777
N -12.590 -1.683 1.359
C -13.252 -1.083 2.526
C -13.374 -2.831 0.876
C -9.165 -0.457 0.411
F -10.351 0.144 0.613
C -8.038 0.350 0.249
P -8.081 2.200 0.303
C -7.587 2.473 2.044
O -9.666 2.658 0.367
C -6.832 -0.325 0.007
C -5.544 0.395 -0.241
O -5.213 1.363 0.381
H 2.464 -4.285 1.962
H 2.937 -4.891 0.544
H 1.154 -2.662 -1.284
H 0.066 -4.767 -0.871
H -0.317 -4.133 0.754
H -2.082 -2.926 -0.014
H -1.191 -2.410 -1.437
H -1.645 -4.669 -2.455
H -2.423 -5.148 -0.978
H -4.356 -4.228 -1.397
H -3.922 -4.292 -3.065
H -1.827 -1.399 -4.794
H -1.412 -2.797 -3.832
H -1.609 -4.705 -6.363
H -1.760 -4.877 -4.626
H -4.294 -5.649 -5.853
H -2.936 -6.553 -6.549
H -3.193 -6.608 -4.843
H -2.634 0.346 -3.899
H -6.110 2.278 -2.665
H -5.502 3.793 -2.488
H -2.857 3.676 -1.096
H -8.578 -4.475 0.810
H -6.902 -4.407 0.287
H -6.544 -4.790 -2.365
H -7.937 -4.346 -3.364
H -7.103 -3.133 -2.421
H -11.028 -2.405 -0.411
H -10.340 -3.655 0.567
H -12.754 -0.156 2.770
H -14.284 -0.890 2.258
H -13.247 -1.765 3.375
H -12.907 -3.289 0.012
H -14.374 -2.522 0.603
H -13.432 -3.598 1.652
H -8.437 2.245 2.693
H -6.790 1.802 2.326
H -7.267 3.496 2.196
H -9.955 2.734 1.286
C 4.855 0.835 0.432
C 5.302 1.539 -0.834
C 4.147 1.767 -1.820
C 3.538 0.503 -2.248
N 3.069 -0.492 -2.571
H 4.471 -0.163 0.220
H 5.693 0.723 1.114
H 4.076 1.409 0.940
H 6.086 0.950 -1.315
H 5.738 2.503 -0.573
H 4.504 2.290 -2.708
H 3.367 2.376 -1.359
C 2.112 2.520 -7.577
C 2.772 2.199 -6.241
C 2.682 0.713 -5.870
C 1.285 0.293 -5.750
N 0.187 -0.017 -5.657
H 1.044 2.301 -7.556
H 2.225 3.577 -7.817
H 2.563 1.941 -8.386
H 2.306 2.797 -5.455
H 3.825 2.483 -6.280
H 3.171 0.526 -4.915
H 3.170 0.098 -6.627
C 2.915 4.962 4.365
C 3.375 3.512 4.396
C 4.823 3.361 3.910
C 4.982 3.833 2.535
N 5.103 4.214 1.461
H 2.920 5.356 3.348
H 1.899 5.060 4.748
H 3.571 5.585 4.975
H 2.710 2.901 3.780
H 3.310 3.123 5.413
H 5.137 2.317 3.952
H 5.496 3.942 4.543
C 6.660 -4.464 0.634
C 6.661 -3.812 2.011
C 6.169 -2.360 1.985
C 7.012 -1.530 1.132
N 7.677 -0.889 0.454
H 7.344 -3.951 -0.046
H 6.978 -5.495 0.703
H 5.665 -4.446 0.191
H 7.670 -3.854 2.428
H 6.014 -4.381 2.683
H 6.170 -1.932 2.990
H 5.146 -2.312 1.600
C 9.291 6.846 2.818
C 8.135 6.455 1.904
C 6.937 7.401 2.026
C 6.399 7.399 3.386
N 5.980 7.397 4.452
H 9.002 6.796 3.869
H 10.136 6.170 2.678
H 9.631 7.861 2.604
H 7.819 5.435 2.129
H 8.475 6.462 0.867
H 6.143 7.096 1.343
H 7.238 8.418 1.767
C 10.341 11.387 3.403
C 10.728 11.989 2.056
C 9.519 12.237 1.145
C 8.817 10.989 0.851
N 8.284 10.003 0.620
H 9.875 10.408 3.284
H 11.222 11.256 4.030
H 9.641 12.033 3.936
H 11.432 11.327 1.551
H 11.240 12.939 2.216
H 9.834 12.681 0.201
H 8.816 12.923 1.620
C 3.762 -6.357 4.416
C 4.097 -7.843 4.491
C 5.538 -8.149 4.066
C 5.775 -7.737 2.684
N 5.962 -7.396 1.607
H 3.842 -5.986 3.393
H 2.741 -6.177 4.752
H 4.433 -5.770 5.046
H 3.406 -8.402 3.858
H 3.952 -8.198 5.512
H 5.744 -9.216 4.146
H 6.246 -7.622 4.709
```

SMILES string: [H]/N=C(/N)NCCCCc1c(CSCC)cc(P(N)O)c2c1C(=O)c1c(C/C(C)=N/[H])c(CC(=O)N(C)C)c(F)c(P(C)O)c1C2=O.CCCC#N.CCCC#N.CCCC#N.CCCC#N.CCCC#N.CCCC#N.CCCC#N
E_tot in Ha: -4532.86544
2S+1: 1
Lowest unoccupied orbital energy in eV: -0.353
HOMO-LUMO gap in eV: 7.40
HOMO in eV: -7.7

Atomic partial charges in e from the Mulliken method, atoms 1 to 2:
1. H 0.106
2. N -0.404


(5)
The following is a quantum chemistry calculation of C29H33CoN8O10 as an isolated structure, from the Open Molecules 2025 dataset.

```
81
C29H33CoN8O10, DFT ωB97M-V with the def2-TZVPD basis set
Co 0.243 0.301 0.398
C -4.246 0.064 -0.928
C -2.784 -0.285 -0.976
O -1.932 0.389 -0.397
N -2.444 -1.378 -1.680
C -1.053 -1.806 -1.759
C -0.621 -2.491 -0.480
C -0.724 -3.870 -0.365
C -0.420 -4.484 0.840
C -0.029 -3.693 1.906
C 0.066 -2.327 1.716
N -0.214 -1.735 0.550
H -4.377 0.998 -0.389
H -4.800 -0.723 -0.413
H -4.652 0.162 -1.935
H -3.166 -1.958 -2.071
H -0.443 -0.925 -1.935
H -0.956 -2.485 -2.602
H -1.046 -4.450 -1.220
H -0.502 -5.558 0.942
H 0.204 -4.124 2.870
H 0.388 -1.669 2.511
C 4.673 2.881 4.164
N 4.076 1.640 3.717
N 3.075 1.612 2.758
C 2.714 0.307 2.527
O 1.865 -0.093 1.695
C 3.542 -0.475 3.380
C 4.353 0.378 4.083
C 5.419 0.058 5.074
C 2.580 2.830 2.199
C 1.534 3.493 2.823
C 1.102 4.710 2.318
C 1.706 5.246 1.186
C 2.737 4.565 0.557
C 3.184 3.355 1.068
H 3.903 3.628 4.338
H 5.383 3.272 3.434
H 5.189 2.691 5.100
H 3.508 -1.548 3.466
H 5.521 -1.020 5.156
H 5.179 0.454 6.062
H 6.379 0.472 4.764
H 1.072 3.062 3.703
H 0.298 5.243 2.808
H 1.370 6.200 0.799
H 3.196 4.974 -0.334
H 3.996 2.820 0.590
O -4.277 6.012 1.283
N -3.680 5.930 0.227
O -3.831 6.671 -0.724
C -2.692 4.861 0.095
C -2.623 3.882 1.056
C -1.662 2.893 0.957
C -0.695 2.862 -0.110
O 0.343 2.141 -0.122
C -0.960 3.807 -1.154
C -1.883 4.809 -1.036
N -0.235 3.701 -2.420
O -0.027 4.728 -3.038
O 0.072 2.588 -2.802
N -1.721 1.819 1.895
O -0.746 1.049 2.001
O -2.674 1.711 2.619
H -3.307 3.895 1.892
H -1.996 5.535 -1.829
C 3.860 -2.308 -2.807
N 2.982 -1.731 -1.797
C 3.068 -2.326 -0.469
C 2.198 -0.667 -2.030
C 2.216 -0.057 -3.407
O 1.461 -0.186 -1.160
H 3.988 -3.366 -2.589
H 4.846 -1.838 -2.796
H 3.437 -2.217 -3.802
H 2.609 -3.318 -0.467
H 2.564 -1.692 0.253
H 4.118 -2.426 -0.188
H 3.226 0.237 -3.694
H 1.571 0.815 -3.402
H 1.847 -0.770 -4.148
```

E_tot in Ha: -3697.71577
2S+1: 2
Lowest unoccupied orbital energy (spin up / spin down) in eV: -3.292 / -3.242
HOMO-LUMO gap (spin up / spin down) in eV: 7.62 / 7.63
Net charge: +1
HOMO (spin up / spin down) in eV: -10.9 / -10.9

Atomic partial charges in e from the Mulliken method, atoms 1 to 2:
1. Co 1.738
2. C -1.582


(6)
The following is a quantum chemistry calculation of a 10-piece molecular cluster, C25H30F5N5O15 overall, from the Open Molecules 2025 dataset.

```
80
C25H30F5N5O15, DFT ωB97M-V with the def2-TZVPD basis set
O 0.583 6.351 -4.445
C 0.696 6.152 -3.217
O -0.096 6.682 -2.263
C 0.294 6.263 -0.973
C 0.939 4.928 -1.334
F -0.009 3.984 -1.480
O 1.490 5.249 -2.614
H 0.953 7.011 -0.531
H -0.588 6.275 -0.332
H 1.589 4.575 -0.533
O 2.785 -2.704 2.736
C 1.796 -3.202 2.204
O 0.926 -2.431 1.574
C -0.228 -3.197 1.218
C 0.210 -4.611 1.552
F 0.422 -5.327 0.471
O 1.465 -4.459 2.222
H -1.015 -2.919 1.918
H -0.591 -3.212 0.190
H -0.611 -5.068 2.105
O -2.674 -0.543 2.000
C -3.810 -0.256 1.661
O -4.925 -0.731 2.297
C -6.073 -0.450 1.512
C -5.562 0.568 0.547
F -5.883 1.713 1.194
O -4.191 0.467 0.581
H -6.436 -1.310 0.950
H -6.887 -0.151 2.172
H -5.955 0.544 -0.470
O 5.054 -0.291 -5.127
C 4.223 -1.175 -4.820
O 2.875 -1.129 -4.928
C 2.291 -2.339 -4.599
C 3.465 -3.284 -4.549
F 3.434 -4.127 -5.631
O 4.558 -2.402 -4.588
H 1.885 -2.273 -3.589
H 1.573 -2.819 -5.264
H 3.531 -3.862 -3.627
O 2.524 2.788 4.394
C 2.945 1.928 3.637
O 2.306 1.522 2.482
C 2.964 0.381 1.994
C 4.258 0.363 2.693
F 5.211 0.813 1.815
O 4.135 1.219 3.800
H 2.410 -0.558 2.016
H 3.184 0.430 0.927
H 4.468 -0.670 2.971
C -2.646 -3.385 -2.353
C -3.566 -3.516 -3.500
N -4.275 -3.592 -4.389
H -2.981 -2.654 -1.617
H -1.620 -3.100 -2.586
H -2.635 -4.312 -1.779
C -0.098 0.799 0.180
C 0.105 -0.278 -0.811
N 0.202 -1.138 -1.596
H 0.221 0.378 1.134
H -1.160 1.044 0.183
H 0.503 1.655 -0.128
C 1.070 -0.482 6.506
C 0.684 -0.503 5.054
N 0.429 -0.521 3.930
H 1.847 -1.205 6.756
H 0.247 -0.533 7.219
H 1.690 0.404 6.650
C -1.047 2.761 3.650
C -1.686 3.038 2.384
N -2.178 3.220 1.361
H -0.035 2.401 3.464
H -1.508 1.983 4.259
H -0.975 3.704 4.192
C -0.688 -0.422 -4.977
C -1.837 0.439 -4.589
N -2.701 1.175 -4.397
H -0.978 -1.447 -4.746
H 0.191 -0.352 -4.337
H -0.483 -0.269 -6.037
```

SMILES string: O=C1OC[C@@H](F)O1.O=C1OC[C@@H](F)O1.O=C1OC[C@@H](F)O1.O=C1OC[C@@H](F)O1.O=C1OC[C@@H](F)O1.CC#N.CC#N.CC#N.CC#N.CC#N
E_tot in Ha: -2872.30862
2S+1: 1
Lowest unoccupied orbital energy in eV: -0.143
HOMO-LUMO gap in eV: 10.79
HOMO in eV: -10.9

Atomic partial charges in e from the Mulliken method, atoms 1 to 2:
1. O -0.553
2. C 0.661


(7)
The following is a quantum chemistry calculation of one molecule with the formula C2H5N3O3, from the Open Molecules 2025 dataset.

```
13
C2H5N3O3, DFT ωB97M-V with the def2-TZVPD basis set
C 0.910 -2.190 -0.563
C -0.453 0.983 0.180
N -0.258 -0.328 0.711
N 0.954 -1.032 0.132
N 2.223 -0.484 0.403
O 3.129 -1.099 -0.140
O -0.105 -2.635 -1.014
O 2.267 0.436 1.169
H 1.973 -2.517 -0.813
H -1.432 1.217 0.724
H 0.122 1.844 0.407
H -0.467 0.970 -0.984
H -0.143 -0.306 1.804
```

E_tot in Ha: -468.85564
2S+1: 3
Lowest unoccupied orbital energy (spin up / spin down) in eV: 0.699 / -4.379
HOMO-LUMO gap (spin up / spin down) in eV: 7.91 / 5.89
HOMO (spin up / spin down) in eV: -7.2 / -10.3

Atomic partial charges in e from the natural (NBO) method, atoms 1 to 2:
1. C 0.483
2. C -0.428